C3H2O3Pr as an isolated structure in a non-equilibrium geometry, computed with the ωB97M-V functional and the def2-TZVPD basis.

Each line ends with the Mulliken spin population.
Element x y z (Å)
C (0.825, -0.378, 1.110)  -0.007
C (0.323, -1.079, 0.039)  -0.020
O (-0.928, -1.275, -0.266)  -0.014
O (2.088, 0.153, 1.161)  -0.029
H (0.180, -0.227, 1.992)  0.004
H (1.101, -1.528, -0.633)  -0.002
Pr (1.851, 1.665, -0.459)  3.068
C (-3.060, 0.880, -1.420)  0.001
O (-2.381, 1.789, -1.523)  -0.001

The relative energy (zero: lowest compared OMol25 entry of this formula, charge and spin) is 0.0 kJ/mol. As for the total energy: -23349.90571 eV. The LUMO energy (spin up / spin down) comes out at -0.051 / -0.055 hartree. As for the gap between HOMO and LUMO (spin up / spin down): 4.5 / 4.5 eV. Its spin multiplicity is 4. The calculation puts the strongest force on any atom at 3.204 eV Å⁻¹.